No. 1
166
Properties=species:S:1:pos:R:3:forces:R:3 method="wB97M-V/def2-TZVPD" charge=+1 homo_lumo_gap_ev="6.91 / 2.89" s2=0.754 multiplicity=2 relative_energy_ev=0.359
C -4.171 3.727 0.539 1.11 -1.27 -0.29
O -4.934 2.970 0.066 -3.04 -3.21 -2.52
N -2.865 3.674 0.311 3.63 0.72 -0.39
N -4.533 4.578 1.434 -0.74 3.76 3.27
H -2.396 2.995 -0.271 -0.68 0.20 -0.02
H -2.283 4.421 0.661 0.03 -0.26 -0.19
H -3.820 5.097 1.927 -0.63 0.08 0.16
H -5.499 4.612 1.725 0.35 0.03 -0.09
C -5.358 -0.973 -2.532 -4.10 -0.64 3.47
O -6.309 -1.563 -2.084 -2.58 -2.73 1.41
N -5.036 -1.106 -3.729 2.25 -1.13 -6.20
N -4.829 -0.078 -1.803 3.82 4.21 2.60
H -4.574 -0.345 -4.206 -0.04 -0.64 -0.51
H -5.634 -1.830 -4.101 0.36 0.41 -1.07
H -5.321 0.240 -0.980 0.33 0.04 -0.26
H -4.069 0.437 -2.224 -0.14 0.47 0.61
C 7.036 0.183 3.821 0.01 -2.27 0.83
C 6.034 1.115 3.265 -1.90 0.57 0.96
C 4.858 1.280 4.277 -1.25 -0.34 -0.16
C 3.865 2.473 4.139 2.61 0.46 -0.40
C 4.744 3.770 4.050 -0.92 -1.75 1.05
C 5.833 3.720 3.027 1.42 0.95 -2.09
N 6.679 2.438 3.107 -2.44 0.55 -1.58
O 7.831 2.417 2.386 -1.07 0.87 1.02
C 5.324 3.815 1.597 -0.80 -0.44 -0.87
C 6.797 4.917 3.207 0.68 -0.81 0.52
C 5.434 0.459 1.978 0.50 1.27 -0.90
H 7.984 0.098 3.289 -0.02 0.06 0.16
H 6.551 -0.788 3.726 0.26 -0.31 -0.43
H 7.101 0.159 4.909 0.66 0.93 0.05
H 4.128 0.492 4.095 0.65 -0.79 0.07
H 5.234 1.125 5.288 -0.06 0.44 0.10
H 3.240 2.456 5.032 -0.11 0.25 -0.25
H 3.280 2.329 3.231 -0.21 0.08 0.14
H 5.300 3.806 4.987 -0.50 0.62 0.45
H 4.077 4.614 3.876 0.55 0.33 0.13
H 6.126 3.674 0.873 -0.08 0.01 -0.01
H 4.499 3.137 1.375 0.22 -0.34 0.06
H 4.860 4.785 1.419 0.38 0.27 0.28
H 7.634 4.993 2.513 -0.25 -0.52 -0.38
H 6.300 5.883 3.113 -0.29 -0.27 0.58
H 7.266 4.702 4.167 -0.02 0.94 0.37
H 6.237 0.337 1.252 0.00 -0.43 -0.02
H 4.675 1.051 1.466 -0.02 0.17 0.31
H 4.939 -0.477 2.239 0.41 0.04 0.15
H 8.374 2.053 3.089 1.45 -0.64 -0.20
C -3.302 1.231 5.182 1.29 0.26 -1.09
C -4.393 1.787 6.090 2.55 0.44 0.48
C -5.017 3.160 5.581 0.10 -0.03 -0.78
C -6.018 2.960 4.397 2.70 0.53 1.83
C -6.970 2.010 5.004 -1.72 -0.96 -1.73
C -6.495 0.606 5.454 0.63 0.47 -0.75
N -5.356 0.795 6.390 -2.74 -1.34 0.90
O -4.887 -0.491 6.994 -0.32 2.41 -0.88
C -7.602 -0.085 6.171 -1.08 1.08 0.33
C -6.169 -0.264 4.238 0.98 -0.51 -0.54
C -3.607 2.094 7.385 0.54 0.06 0.81
H -2.447 1.907 5.178 -0.08 0.49 -0.36
H -3.536 0.995 4.144 -0.39 0.22 -0.03
H -2.795 0.342 5.558 -0.62 -0.35 0.46
H -5.517 3.725 6.368 0.01 -0.41 0.38
H -4.196 3.797 5.251 0.38 -0.12 0.17
H -5.345 2.691 3.582 -0.69 -0.75 -0.47
H -6.572 3.847 4.090 0.28 0.28 0.20
H -7.684 1.912 4.187 -0.64 -0.97 0.13
H -7.547 2.574 5.738 0.27 -0.32 0.60
H -7.244 -1.000 6.644 -0.50 0.20 0.16
H -8.005 0.697 6.815 0.14 -0.60 1.09
H -8.455 -0.205 5.503 0.21 -0.71 -0.28
H -5.441 0.162 3.548 0.03 0.14 0.06
H -5.753 -1.210 4.584 0.33 -0.15 0.12
H -6.989 -0.635 3.623 -0.49 0.60 0.25
H -4.211 2.632 8.115 0.04 -0.09 0.03
H -2.635 2.576 7.277 -0.36 1.17 -0.81
H -3.132 1.236 7.859 -1.10 -0.84 0.07
H -4.839 -1.104 6.256 0.23 -0.19 -0.39
C -1.216 2.782 -4.761 0.80 0.63 0.51
C -2.734 2.571 -5.029 -0.19 0.57 1.03
C -3.274 3.568 -6.007 0.69 2.48 -0.22
C -3.193 3.270 -7.458 -1.03 -0.46 -0.88
C -3.669 1.866 -7.742 1.31 -0.52 0.15
C -2.914 0.828 -6.869 -1.56 -0.17 -0.91
N -2.997 1.212 -5.463 -1.63 1.38 -0.46
O -2.573 0.291 -4.530 0.29 -0.58 0.06
C -3.766 -0.425 -7.060 -0.36 -0.51 1.70
C -1.555 0.537 -7.413 0.80 -1.08 -0.26
C -3.480 2.840 -3.705 0.87 -1.07 0.89
H -0.646 1.879 -4.983 0.38 0.32 -0.18
H -0.912 3.146 -3.779 -0.84 -1.22 1.29
H -0.701 3.687 -5.084 -0.31 -0.15 -2.13
H -4.220 4.074 -5.813 -0.63 -1.13 0.55
H -2.646 4.439 -5.823 0.27 0.26 -0.08
H -2.199 3.406 -7.884 0.05 0.07 0.04
H -3.912 3.904 -7.976 0.42 0.47 -0.19
H -3.364 1.647 -8.766 -0.27 -0.27 -0.17
H -4.736 1.659 -7.665 -0.06 0.56 0.22
H -4.107 -0.573 -8.085 0.38 -0.23 0.10
H -3.319 -1.288 -6.567 0.50 -0.38 -0.74
H -4.630 -0.335 -6.402 -0.50 0.43 -0.40
H -0.951 1.359 -7.799 0.07 0.12 0.52
H -1.073 -0.103 -6.675 0.73 0.38 0.22
H -1.647 -0.184 -8.225 -0.17 0.22 -0.38
H -3.529 3.874 -3.365 -0.19 0.19 -0.64
H -2.839 2.391 -2.946 -0.22 -0.30 0.41
H -4.441 2.331 -3.644 -0.14 0.35 -0.25
H -1.628 0.435 -4.443 0.62 -0.31 0.26
C 1.757 -2.439 -0.520 1.01 -0.16 0.46
C 1.273 -0.965 -0.473 -2.43 -1.81 -0.57
C -0.102 -1.160 -1.340 -0.50 3.56 1.40
C -1.036 0.138 -1.075 0.11 -1.03 0.61
C -1.381 0.349 0.464 1.61 -1.31 -2.75
C -0.038 0.456 1.308 -3.62 0.46 1.10
N 0.883 -0.580 0.923 -0.87 -1.09 -1.91
O 2.002 -0.644 1.745 0.70 0.19 0.59
C 0.424 1.921 1.169 0.80 -0.39 0.26
C -0.625 0.161 2.781 1.27 0.83 -0.93
C 2.274 -0.015 -1.111 0.89 1.37 -0.29
H 1.752 -2.819 -1.542 0.03 0.37 -0.14
H 1.189 -3.193 0.025 -0.62 0.50 0.26
H 2.776 -2.596 -0.165 0.23 0.37 0.00
H 0.158 -1.216 -2.397 0.06 -0.13 0.06
H -0.713 -2.012 -1.044 0.54 -0.21 0.16
H -2.036 0.095 -1.507 0.14 -0.65 -0.55
H -0.610 1.025 -1.543 0.42 0.19 0.22
H -2.002 -0.509 0.724 0.40 -0.32 0.36
H -2.128 1.141 0.410 0.66 0.60 1.03
H 0.868 2.070 0.184 -0.15 0.11 -0.10
H -0.368 2.653 1.327 -0.17 -0.25 -0.01
H 1.204 2.146 1.896 0.18 0.01 0.13
H -1.061 -0.828 2.923 0.13 -0.06 -0.48
H 0.156 0.291 3.530 -0.02 0.10 0.15
H -1.412 0.899 2.937 0.06 0.03 0.19
H 1.946 0.542 -1.989 -0.69 -0.03 0.03
H 3.259 -0.331 -1.454 -0.13 -1.25 0.09
H 2.603 0.750 -0.408 -0.41 0.15 0.33
H 1.911 -1.547 2.061 0.35 -0.12 0.42
C 3.114 -7.926 -4.000 -1.04 0.87 -0.08
C 3.532 -6.988 -2.813 -0.99 -3.12 -0.20
C 4.244 -7.950 -1.843 2.00 1.54 1.28
C 5.057 -7.166 -0.764 -0.55 -0.12 0.44
C 5.940 -6.035 -1.282 -2.26 -0.83 -0.48
C 5.222 -5.249 -2.437 1.86 1.12 1.49
N 4.521 -6.066 -3.363 0.81 -1.98 2.08
O 4.082 -5.275 -4.376 -1.30 0.92 -1.46
C 4.323 -4.126 -1.821 0.35 0.33 -0.77
C 6.420 -4.572 -3.093 0.45 -0.01 -1.31
C 2.200 -6.543 -2.075 0.50 1.34 -0.92
H 2.244 -7.444 -4.445 -0.24 -0.27 -0.29
H 2.824 -8.927 -3.680 -0.09 0.16 0.28
H 3.814 -8.072 -4.823 0.54 0.25 0.35
H 3.546 -8.554 -1.263 -0.12 -0.26 -0.60
H 5.018 -8.535 -2.339 -0.45 -0.38 -0.44
H 5.707 -7.827 -0.192 -0.15 -0.36 -0.02
H 4.357 -6.779 -0.024 -0.19 0.19 0.07
H 6.871 -6.511 -1.590 0.18 0.61 -0.20
H 6.021 -5.315 -0.468 0.79 -0.05 -0.10
H 3.404 -3.944 -2.378 -0.39 -0.94 0.31
H 4.194 -4.272 -0.749 -0.39 0.15 -0.14
H 4.744 -3.143 -2.035 0.72 0.09 0.61
H 7.115 -5.191 -3.661 -0.51 -1.00 -0.13
H 6.074 -3.879 -3.860 0.28 0.73 0.49
H 7.137 -4.238 -2.343 -0.56 1.02 0.13
H 1.404 -7.267 -1.904 0.70 -0.81 -0.09
H 1.672 -5.837 -2.716 0.15 0.49 0.00
H 2.406 -6.059 -1.120 0.04 0.05 -0.03
H 4.288 -5.794 -5.157 0.00 0.16 -0.33

---

No. 2
88
Properties=species:S:1:pos:R:3:forces:R:3 method="wB97M-V/def2-TZVPD" charge=+2 homo_lumo_gap_ev=6.98 relative_energy_ev=0.000
Ta 0.112 -0.027 -0.316 -0.34 0.66 -0.46
O 5.612 -1.141 2.802 0.22 0.07 -0.01
C 6.080 -0.436 1.777 0.05 -0.02 0.03
O 7.239 -0.157 1.665 -0.07 -0.01 0.01
C 5.115 0.024 0.723 -0.03 -0.03 0.05
C 5.541 0.810 -0.319 0.10 0.09 -0.11
N 4.464 1.051 -1.089 0.08 0.13 -0.17
N 3.353 0.482 -0.644 -0.02 0.05 -0.02
C 3.736 -0.145 0.462 0.06 -0.06 0.24
C 2.723 -0.861 1.236 -0.42 0.02 -0.19
O 2.871 -1.424 2.274 0.18 -0.13 0.28
O 1.486 -0.846 0.643 0.62 -0.29 0.18
H 4.653 -1.269 2.763 -0.24 -0.07 -0.02
H 6.527 1.193 -0.537 -0.09 -0.03 0.01
H 4.433 1.604 -1.928 0.03 0.05 -0.08
C 1.523 4.185 -0.519 0.03 0.10 -0.06
C 1.333 4.623 0.785 0.01 0.05 0.03
C 0.691 3.811 1.708 0.00 0.02 0.02
C 0.254 2.549 1.320 0.09 0.04 0.02
C 0.461 2.078 0.020 0.02 -0.16 -0.02
C 1.086 2.925 -0.899 0.08 -0.04 0.04
C -0.474 1.640 2.217 0.01 -0.10 0.06
C -1.048 2.068 3.420 -0.04 0.03 0.02
C -1.798 1.191 4.149 -0.02 0.05 0.05
C -1.896 -0.155 3.749 -0.05 0.01 0.01
C -2.616 -1.102 4.515 -0.03 0.04 0.03
C -2.621 -2.418 4.157 -0.02 -0.05 0.02
C -1.862 -2.834 3.047 0.00 -0.03 0.03
C -1.171 -1.935 2.278 0.12 -0.03 0.05
C -1.218 -0.559 2.578 0.14 0.05 -0.02
N -0.603 0.388 1.769 -0.11 -0.20 0.28
H 2.007 4.832 -1.241 -0.02 -0.04 0.04
H 1.682 5.604 1.084 -0.01 -0.05 -0.01
H 0.549 4.165 2.721 0.01 0.00 -0.04
H 1.253 2.608 -1.924 0.00 0.00 0.03
H -0.940 3.096 3.731 0.00 -0.02 0.00
H -2.302 1.514 5.054 0.02 -0.02 -0.04
H -3.148 -0.762 5.395 0.01 -0.01 -0.03
H -3.173 -3.146 4.737 0.00 0.02 -0.03
H -1.817 -3.888 2.799 0.00 0.04 0.01
H -0.563 -2.308 1.467 -0.01 0.02 0.02
Se 0.172 -0.765 -8.150 0.00 -0.01 -0.11
N 1.028 -1.612 -6.845 -0.06 0.03 -0.25
C 0.657 -1.050 -5.729 -0.01 0.04 0.23
C 1.142 -1.477 -4.423 0.02 0.00 0.00
C 2.027 -2.542 -4.238 0.00 -0.02 -0.04
C 2.407 -2.875 -2.957 0.05 -0.05 -0.04
C 1.914 -2.141 -1.890 -0.10 0.09 0.04
N 1.075 -1.110 -2.047 0.10 -0.33 -0.10
C 0.688 -0.794 -3.304 -0.03 0.06 0.10
C -0.257 0.303 -3.418 0.01 -0.06 0.07
N -0.629 0.878 -2.254 0.09 0.03 0.06
C -1.510 1.881 -2.285 0.02 -0.02 -0.04
C -2.060 2.343 -3.473 -0.05 0.06 -0.01
C -1.680 1.766 -4.663 -0.01 0.01 -0.07
C -0.752 0.720 -4.645 0.00 0.00 0.00
C -0.279 0.033 -5.839 0.02 0.01 0.24
N -0.664 0.346 -7.044 0.04 -0.08 -0.24
H 2.388 -3.090 -5.100 -0.01 0.02 0.02
H 3.079 -3.701 -2.765 -0.02 0.03 -0.01
H 2.192 -2.396 -0.878 -0.02 0.02 -0.03
H -1.775 2.330 -1.341 -0.01 -0.01 0.01
H -2.774 3.157 -3.439 0.04 -0.04 -0.01
H -2.080 2.104 -5.611 0.01 -0.02 0.02
O -4.980 -3.035 1.546 -0.11 -0.05 0.05
C -5.420 -1.798 1.768 0.11 0.09 0.11
O -6.353 -1.582 2.483 -0.03 0.00 0.02
C -4.667 -0.665 1.137 -0.02 0.06 -0.05
C -5.022 0.668 1.275 0.01 0.02 0.04
Cl -6.291 1.379 2.128 0.01 -0.01 -0.01
N -4.091 1.416 0.627 -0.08 0.20 -0.01
N -3.130 0.655 0.101 -0.01 0.09 -0.11
C -3.471 -0.591 0.386 -0.19 -0.13 0.04
C -2.599 -1.648 -0.126 0.27 0.26 -0.01
O -2.840 -2.811 -0.222 -0.15 -0.21 -0.07
O -1.376 -1.163 -0.506 -0.09 -0.27 0.07
C -4.064 2.831 0.377 0.05 0.02 0.07
C -5.197 3.489 -0.073 0.02 0.03 -0.05
C -5.114 4.848 -0.345 -0.04 0.01 -0.01
C -3.914 5.530 -0.187 -0.01 0.02 -0.01
C -2.783 4.852 0.251 0.02 0.00 0.01
C -2.857 3.499 0.542 -0.09 -0.06 0.08
H -4.278 -3.076 0.879 0.14 -0.02 -0.19
H -6.129 2.960 -0.221 0.04 -0.01 0.02
H -5.997 5.373 -0.689 0.06 -0.02 0.02
H -3.864 6.591 -0.401 0.00 -0.06 0.01
H -1.844 5.379 0.379 -0.05 -0.02 0.00
H -1.990 2.957 0.901 -0.27 0.15 -0.10

---

No. 3
28
Properties=species:S:1:pos:R:3:forces:R:3 method="wB97M-V/def2-TZVPD" charge=+4 homo_lumo_gap_ev="7.79 / 5.71" s2=6.064 multiplicity=5
Ag -2.082 4.417 -0.270 -0.01 0.10 0.12
Pt 0.645 2.597 -1.868 0.27 -0.54 0.43
Pt -1.200 1.802 2.068 0.13 -0.03 -0.46
F -0.515 2.010 -0.010 -0.23 0.62 0.03
C -3.577 -0.596 2.107 0.32 0.85 1.09
O -2.830 0.372 2.074 -0.67 -0.75 -0.79
N -4.299 -1.080 1.010 0.20 -0.57 -0.36
C -4.947 -2.360 1.136 -0.89 0.15 0.36
C -4.263 -0.469 -0.279 0.35 0.60 -0.51
H -3.773 -1.127 3.039 0.02 -0.19 0.01
H -5.955 -2.280 0.698 0.17 -0.07 -0.19
H -5.079 -2.656 2.175 0.33 -0.04 0.02
H -4.398 -3.117 0.557 0.04 0.02 -0.01
H -3.779 0.502 -0.236 0.00 -0.02 0.13
H -3.694 -1.115 -0.967 -0.11 -0.10 0.10
H -5.263 -0.365 -0.714 -0.09 -0.19 0.22
C 3.163 0.858 -0.620 -0.02 0.21 -0.23
O 2.596 1.433 -1.522 -0.32 0.31 -0.16
N 4.449 0.344 -0.852 0.57 0.09 -0.10
C 5.134 -0.403 0.156 -0.45 -0.28 0.95
C 5.133 0.554 -2.105 -0.52 -0.05 -0.27
H 2.743 0.730 0.377 0.17 -0.20 0.13
H 5.660 -1.245 -0.297 0.23 0.14 -0.02
H 4.449 -0.750 0.934 -0.10 -0.05 -0.21
H 5.841 0.250 0.704 0.22 0.01 -0.40
H 4.902 -0.337 -2.725 0.31 0.03 0.06
H 4.736 1.405 -2.651 0.01 0.10 0.14
H 6.204 0.625 -1.921 0.06 -0.15 -0.06

---

What are the molecular weight values for these records? In order: 906.4, 1091.1, 663.2 g/mol.